A structure of composition C30H61ClN4O10S in a non-equilibrium geometry, computed with ωB97M-V with the def2-TZVPD basis set.

ORCA input file:
```
! RIJCOSX wB97M-V def2-TZVPD def2/J DEFGRID3
* xyz 0 1
C 1.104 -5.099 4.366
C 1.955 -4.356 3.307
C 1.364 -2.913 3.144
C 0.168 -2.993 2.174
C -0.649 -1.657 2.099
C 0.104 -0.677 1.140
C -0.805 -0.380 -0.095
C -0.660 -1.488 -1.169
C 0.598 -1.361 -2.113
C 1.420 -0.098 -1.877
C 2.570 0.161 -2.886
C 2.699 1.672 -3.261
C 2.518 2.623 -2.040
N 3.244 3.870 -2.285
C 4.629 3.839 -1.772
C 2.505 5.029 -1.846
C 2.486 5.296 -0.316
O 1.953 5.768 -2.604
O -0.022 -1.321 -3.458
S -0.405 -2.847 -3.860
O -0.008 -3.248 -5.161
O -1.796 -3.093 -3.662
O 0.303 -3.638 -2.573
C 1.305 -2.723 -2.159
Cl 2.565 -2.938 -3.538
N 2.036 -3.086 -0.953
C 3.259 -2.921 -1.008
O 4.355 -2.551 -0.868
H 1.334 -6.171 4.380
H 0.035 -4.934 4.173
H 1.292 -4.637 5.348
H 3.023 -4.329 3.550
H 1.814 -4.846 2.330
H 1.004 -2.531 4.113
H 2.135 -2.246 2.728
H -0.502 -3.844 2.373
H 0.560 -3.163 1.159
H -1.633 -1.949 1.705
H -0.795 -1.225 3.098
H 1.073 -1.104 0.836
H 0.368 0.266 1.676
H -0.703 0.642 -0.478
H -1.837 -0.459 0.278
H -0.702 -2.446 -0.630
H -1.575 -1.468 -1.772
H 0.716 0.739 -1.983
H 1.815 -0.123 -0.855
H 2.472 -0.381 -3.829
H 3.523 -0.093 -2.391
H 1.876 1.882 -3.958
H 3.682 1.875 -3.700
H 1.445 2.878 -2.000
H 2.764 2.140 -1.074
H 4.689 3.155 -0.905
H 5.285 3.441 -2.558
H 4.916 4.861 -1.503
H 2.234 4.350 0.189
H 3.486 5.591 0.021
H 1.723 6.052 -0.120
C 4.676 4.622 5.943
O 4.850 3.217 5.983
C 4.275 2.608 7.136
C 3.129 1.699 6.735
N 1.988 2.477 6.262
C 0.934 1.669 5.653
C 1.265 0.954 4.344
O 1.489 1.830 3.247
C 2.828 2.278 3.115
H 5.220 5.001 5.079
H 3.620 4.888 5.834
H 5.083 5.091 6.843
H 3.953 3.351 7.871
H 5.058 2.000 7.599
H 2.823 1.102 7.599
H 3.499 1.018 5.958
H 2.312 3.150 5.580
H 0.095 2.343 5.459
H 0.584 0.933 6.383
H 0.387 0.362 4.071
H 2.089 0.239 4.451
H 3.550 1.534 3.458
H 2.978 3.220 3.648
H 3.010 2.474 2.056
C -6.950 0.631 -6.617
O -7.721 -0.390 -6.011
C -7.329 -1.703 -6.404
C -6.766 -2.464 -5.218
N -5.472 -1.923 -4.819
C -4.971 -2.456 -3.552
C -5.752 -2.104 -2.287
O -5.707 -0.727 -1.945
C -6.709 0.073 -2.547
H -7.377 1.589 -6.326
H -5.909 0.596 -6.278
H -6.985 0.551 -7.708
H -6.619 -1.685 -7.235
H -8.232 -2.215 -6.750
H -6.647 -3.517 -5.489
H -7.498 -2.397 -4.402
H -5.550 -0.917 -4.735
H -3.956 -2.077 -3.432
H -4.891 -3.544 -3.632
H -5.271 -2.629 -1.457
H -6.787 -2.466 -2.314
H -7.637 -0.480 -2.709
H -6.356 0.496 -3.491
H -6.917 0.908 -1.875
*
```

E_tot ... -3009.295305 hartree
Kohn-Sham gap ... 8.64 eV
LUMO ... 0.24 eV